[1]
Molecular formula: C4H13N3
Method: DFT, ωB97M-V with the def2-TZVPD basis set

Values from the calculation:
Strongest force on any atom ... 0.6 eV/Å
Energy above the lowest of the compared OMol25 structures with the same formula, charge and spin ... 76.80 kcal/mol
Structure (SMILES) ... CNN(C)N.C=C
Kohn-Sham gap ... 9.7 eV
Highest occupied orbital energy ... -8.67 eV

Last column: natural (NBO) charge in e.
Atoms and positions in Å:
C  -0.777972  2.153845  2.245029  -0.4110
C  0.446518  1.700716  2.090749  -0.3479
C  1.286078  -1.727624  -0.239190  -0.4230
C  -1.488962  -0.444545  -0.628401  -0.4485
N  0.958238  -0.536465  -0.987711  -0.1451
N  -0.160662  0.126805  -0.426000  -0.4750
N  0.898918  -0.845085  -2.367291  -0.6802
H  -0.143772  1.086425  -0.730240  0.3489
H  0.900638  0.010046  -2.908540  0.3527
H  0.075078  -1.403024  -2.611280  0.3216
H  -1.101362  3.086225  1.812539  0.1868
H  -1.514712  1.612135  2.809169  0.1886
H  0.771008  0.778345  2.521580  0.1899
H  1.189898  2.240956  1.526919  0.1887
H  1.274008  -1.462624  0.819140  0.2102
H  0.599128  -2.572504  -0.418080  0.1585
H  2.295098  -2.025965  -0.535431  0.2124
H  -1.483362  -1.486765  -0.292131  0.1951
H  -2.180722  0.119746  -0.009130  0.2134
H  -1.843082  -0.410645  -1.671700  0.1639

Cartesian forces, eV/Å:
-0.203 0.215 0.083
0.200 0.280 -0.049
0.286 -0.013 0.070
0.398 -0.238 -0.327
-0.157 0.404 -0.204
-0.167 -0.294 0.015
-0.141 -0.316 -0.101
0.148 0.161 0.014
-0.012 -0.018 0.089
0.071 0.190 0.079
-0.024 0.198 -0.101
-0.200 -0.185 0.175
0.083 -0.466 0.186
0.090 0.113 -0.129
0.004 -0.130 -0.102
0.049 0.103 0.026
-0.195 -0.107 0.087
-0.118 0.163 -0.020
-0.099 0.000 0.058
-0.014 -0.060 0.151



[2]
Molecular formula: C14H30N2O28S6
Method: DFT, ωB97M-V with the def2-TZVPD basis set

Values from the calculation:
Total charge ... -1
Strongest force on any atom ... 8.9 eV/Å
Multiplicity ... 2
Kohn-Sham gap (spin up / spin down) ... 2.9 / 6.6 eV
Highest occupied orbital energy (spin up / spin down) ... -1.02 / -4.80 eV

Last column: Löwdin spin population.
Atoms and positions in Å:
C  -1.942556  -1.643686  -3.486853  0.0381
N  -0.703241  -2.152542  -4.079762  0.3937
O  0.398139  -1.740352  -3.703640  0.2008
O  -0.743435  -3.136359  -4.721398  0.2670
H  -2.582125  -2.475679  -3.192158  0.0135
H  -2.454403  -1.073409  -4.262028  0.0150
H  -1.656583  -0.992935  -2.660506  0.0038
C  0.959633  -1.021648  0.033531  0.0043
N  1.228899  0.386694  -0.379475  0.0012
O  2.384977  0.828681  -0.347616  0.0009
O  0.334205  1.059033  -0.667675  0.0011
H  -0.052857  -1.066206  0.434783  0.0003
H  1.659515  -1.348852  0.802426  0.0001
H  1.136910  -1.598922  -0.873899  0.0049
C  2.747271  0.799215  -3.613786  0.0007
C  3.113438  -0.047553  -4.808862  0.0016
O  4.499727  -0.388192  -4.594307  0.0007
S  5.071725  0.044649  -3.097259  0.0008
O  6.405406  0.552039  -3.108472  0.0003
O  4.626800  -0.942172  -2.111405  0.0008
O  3.976436  1.244465  -3.005959  0.0002
H  2.181614  0.297340  -2.828769  0.0001
H  2.116673  1.573356  -4.050986  0.0006
H  3.000615  0.404627  -5.794207  0.0005
H  2.538217  -0.973232  -4.827498  0.0018
C  -1.605259  -6.789506  -0.845228  0.0016
C  -1.744418  -5.933612  -2.036388  0.0071
O  -2.514255  -4.761402  -1.768832  0.0068
S  -2.363470  -4.449714  -0.119320  0.0073
O  -3.714815  -4.544158  0.453374  0.0021
O  -1.607899  -3.202926  0.044526  0.0030
O  -1.444235  -5.853738  0.157649  0.0030
H  -0.858756  -7.582792  -0.884411  0.0003
H  -2.566521  -7.267557  -0.656672  0.0002
H  -2.159630  -6.588632  -2.802313  0.0012
H  -0.759795  -5.592243  -2.355892  0.0050
C  4.241031  2.454246  3.958229  0.0000
C  3.231461  2.252848  5.091131  0.0000
O  2.949870  0.901769  4.865268  0.0000
S  2.703240  0.542912  3.248653  0.0001
O  1.341418  0.885063  2.889981  0.0001
O  3.259014  -0.765210  2.954992  0.0000
O  3.774431  1.713210  2.872771  0.0000
H  5.228365  2.060407  4.199405  0.0000
H  4.324906  3.516682  3.729518  0.0000
H  2.300731  2.817139  5.032581  0.0000
H  3.639077  2.489875  6.073860  0.0000
C  -3.076040  -1.455054  2.556975  0.0008
C  -3.504632  -2.346144  3.810392  0.0002
O  -2.364396  -2.494300  4.545152  0.0001
S  -0.927904  -2.361944  3.666915  0.0007
O  -0.733291  -3.635376  2.980850  0.0005
O  0.183139  -1.696199  4.407647  0.0000
O  -1.677048  -1.282482  2.580118  0.0003
H  -3.689682  -0.560501  2.663335  0.0001
H  -3.433014  -1.934952  1.645732  0.0008
H  -3.869746  -3.345879  3.575161  0.0001
H  -4.315178  -1.900818  4.387291  0.0000
C  0.461160  3.664119  0.940629  0.0000
C  1.911317  4.205079  1.049943  0.0000
O  1.992566  5.048931  2.150554  0.0000
S  0.477333  5.556312  2.631329  0.0000
O  0.313360  7.000455  2.387808  0.0000
O  0.144670  5.087618  3.951031  0.0000
O  -0.279822  4.740879  1.396165  0.0000
H  0.235922  2.799045  1.564338  0.0000
H  0.134946  3.433646  -0.073555  0.0000
H  2.226768  4.752459  0.161705  0.0000
H  2.593190  3.366410  1.190585  0.0000
C  -2.921999  1.889377  -1.138939  0.0009
C  -4.271014  2.027894  -1.860830  0.0007
O  -3.959754  3.068920  -2.781169  0.0006
S  -2.882402  4.167500  -2.219605  0.0007
O  -3.665802  5.243414  -1.566704  0.0001
O  -1.909596  4.577356  -3.258256  0.0001
O  -2.275007  3.122706  -1.091098  0.0003
H  -2.210803  1.277581  -1.693927  0.0008
H  -3.103753  1.521318  -0.129187  0.0004
H  -4.990002  2.437253  -1.151201  0.0001
H  -4.512976  1.134357  -2.436281  0.0011

Cartesian forces, eV/Å:
0.825 0.216 -0.273
-2.516 4.426 2.619
3.958 2.826 2.375
-1.520 -7.377 -4.815
-0.023 -0.111 0.206
-0.316 0.221 -0.032
-0.227 -0.040 0.111
0.368 -0.225 0.084
4.375 -1.504 2.060
-0.337 -0.932 0.134
-4.400 2.474 -1.508
0.071 -0.033 -0.490
0.181 0.386 -0.176
-0.426 -0.199 -0.068
-0.803 0.045 0.190
0.359 -1.561 0.528
2.126 -0.210 0.752
-4.106 -0.850 0.296
-0.848 -0.363 -0.426
1.511 1.290 -1.803
0.914 0.554 -0.314
0.009 -0.331 -0.470
0.448 0.795 0.818
0.398 0.425 0.229
-0.157 0.008 0.195
-2.217 -0.240 0.008
1.394 -0.478 -2.413
-0.061 -0.474 2.532
-0.548 0.396 -1.664
2.817 -0.076 -0.632
-1.278 -3.049 0.082
0.060 3.156 2.650
0.436 0.633 0.121
-0.182 -0.474 -0.012
-0.433 0.785 -0.446
0.019 0.030 -0.248
0.252 1.376 1.170
0.206 0.386 -1.029
-1.285 -2.735 -0.055
0.870 0.337 1.851
2.022 -0.300 0.109
-1.073 2.364 0.499
-1.338 -0.887 -2.030
-0.029 0.036 0.350
-0.026 -0.098 -0.534
0.054 0.357 -0.508
0.226 -0.773 0.008
-1.878 -1.309 0.650
-0.616 -0.178 -1.941
3.769 0.195 1.736
-0.499 0.595 -0.435
-0.012 2.265 1.392
-3.836 -1.954 -2.095
1.152 -0.623 1.301
0.987 0.700 -0.067
0.532 -0.168 -0.114
0.030 -0.019 -0.693
0.436 0.458 0.243
1.105 -0.531 -0.185
0.171 -2.006 -1.598
-1.750 1.217 2.204
-0.156 1.920 -1.771
0.504 -3.233 0.314
0.568 -0.251 -1.348
-0.955 2.646 2.287
0.460 -0.158 0.079
0.295 0.185 0.059
-0.259 0.033 -0.102
0.082 0.073 0.063
-0.062 -1.981 -0.165
1.715 1.135 0.533
0.688 1.318 -1.260
-0.926 1.754 -0.222
2.063 -2.585 -1.189
-2.340 -1.696 2.765
-0.176 2.985 -0.747
-0.411 -0.691 0.163
0.412 0.028 0.026
-0.515 -0.520 -0.215
-0.329 0.199 0.298



Number 1: E_tot -324.352549 Ha. Number 2: E_tot -5156.362100 Ha.